68
Properties=species:S:1:pos:R:3 method="wB97M-V/def2-TZVPD" total_charge=+1 energy_ev=-92178.6616 multiplicity=2 orbital_gap_ev="7.66 / 7.51" mol_weight_da=657.41
V 0.44565 0.16177 -0.15556
P -0.08504 -0.72145 2.70120
O -3.18727 0.03254 -0.71845
O -5.60834 5.68189 -1.56818
O 1.96845 1.27831 -2.99452
O 0.14595 1.55523 -1.09774
O 0.42899 0.50354 3.34814
O -0.51621 3.56564 -1.84032
O 0.48888 -1.03536 1.27232
O 2.15676 -0.19591 -0.68893
O -1.18046 0.93199 0.98179
O -4.49204 6.06682 0.23269
O 4.39471 0.05889 -0.78358
N 2.01522 -1.98214 3.90852
N 3.07969 1.76303 0.19847
N 3.80722 1.91920 2.49591
N 3.76260 -6.73361 -1.53944
N -2.48041 -1.44713 1.46901
N 3.26467 0.67188 4.55914
N -4.85373 5.35802 -0.67976
C 3.17014 1.39504 -2.27078
C -1.88041 1.94950 1.07382
C -4.45370 1.75772 -1.63200
C -2.96619 2.25527 0.21468
C 2.17227 -4.68631 -1.67740
C 0.24383 -3.51160 -0.87269
C 0.19173 2.62443 -1.97172
C -0.29547 -1.17923 -1.62388
C 2.45236 -3.62290 -2.53307
C -4.87108 3.06850 -1.63152
C 0.53421 -2.41712 -1.68516
C 3.41185 1.77542 1.33844
C -1.86974 -1.11579 2.76630
C 1.63700 -2.50690 -2.53423
C 1.18742 2.43803 -3.09474
C 3.05366 -5.83286 -1.61691
C 3.51183 1.26008 3.59733
C -3.51259 1.32217 -0.69707
C -4.36877 3.96276 -0.68489
C 0.53326 -2.11048 3.72546
C 1.04798 -4.63752 -0.85933
C -3.43998 3.57961 0.23263
C 3.17053 0.68299 -0.89319
H 1.79144 3.34693 -3.14835
H 4.27091 -0.73912 -0.25285
H -0.23841 -0.59720 -2.53842
H -0.64188 -3.48869 -0.24764
H 0.80890 -5.48511 -0.23031
H -4.84933 1.04317 -2.34064
H 3.44511 2.44084 -2.12701
H -3.43776 -1.74816 1.61741
H -1.63477 2.66790 1.86667
H -3.04621 4.30148 0.93694
H 2.38433 -2.64466 4.59242
H 3.94718 0.90308 -2.84958
H -5.59884 3.42266 -2.34933
H 3.30982 -3.67884 -3.19075
H -2.67944 -0.26828 0.06766
H -1.96812 -1.92788 3.49300
H -1.33016 -1.39039 -1.35717
H 0.60785 2.37309 -4.01589
H 1.85913 -1.67698 -3.19486
H -1.99908 -2.22253 1.02786
H 2.26872 -1.03785 4.22358
H 2.51112 -2.13894 3.02808
H -2.36827 -0.24472 3.19017
H 0.07104 -1.99911 4.70538
H 0.30125 -3.09465 3.32286

***

12
Properties=species:S:1:pos:R:3 method="wB97M-V/def2-TZVPD" energy_ev=-9813.1275 orbital_gap_ev=10.10 smiles="C=CC=O.N=C=O" mol_weight_da=99.09
O -0.30496 -1.28686 1.09207
O -0.59360 2.95983 1.50380
N -1.88677 1.11796 0.72108
C -1.18815 2.01731 1.14196
C 1.14678 -0.68363 -0.71023
C 0.19279 -0.40045 -1.59879
C 0.82088 -1.20306 0.63655
H 2.20030 -0.56007 -0.95044
H 0.43016 -0.02617 -2.59066
H -1.64261 0.14114 0.86183
H 1.68192 -1.53312 1.24874
H -0.85673 -0.54289 -1.35590

***

18
Properties=species:S:1:pos:R:3 method="wB97M-V/def2-TZVPD" energy_ev=-13320.4969 orbital_gap_ev=10.85 smiles="CC(=O)Cn1nnc(C)n1" mol_weight_da=140.15
O 3.28686 -0.49566 -0.11120
N -0.86490 -0.60937 -1.12544
N -1.71471 -0.18410 0.87376
N -0.47836 0.33662 0.85007
N -0.00386 0.12783 -0.32783
C 2.44068 0.27535 0.12971
C -1.96044 -0.70686 -0.29888
C 1.31447 0.55467 -0.84562
C -3.23824 -1.29656 -0.68908
C 2.30957 1.05159 1.36922
H 1.39564 -0.09495 -1.75398
H 3.17444 0.81344 2.18802
H -3.96933 -0.49189 -0.50635
H 1.35192 0.86507 1.84981
H -3.00270 -1.70439 -1.65038
H 1.21464 1.61835 -1.00155
H -3.58259 -2.18601 -0.09157
H 2.32691 2.12689 1.14129

***

8
Properties=species:S:1:pos:R:3 method="wB97M-V/def2-TZVPD" energy_ev=-84699.2531 multiplicity=3 orbital_gap_ev="9.56 / 9.38" mol_weight_da=143.41
Br 3.10483 0.53411 -0.01104
Cl -2.99971 0.89205 -0.31316
C -1.30432 0.66334 0.19113
C 2.22944 -0.82322 -0.81585
H -1.09777 -0.34224 0.62235
H 2.70714 -1.80941 -1.00630
H -1.10749 1.60357 0.84891
H -0.59318 0.58044 -0.61017

***

10
Properties=species:S:1:pos:R:3 method="wB97M-V/def2-TZVPD" energy_ev=-75277.0346 orbital_gap_ev="8.81 / 9.21" mol_weight_da=136.98
Br 1.20390 0.35639 -2.63690
O -1.03903 0.52203 -0.88550
C -0.23076 -0.32744 1.34893
C -0.16967 -0.20460 -0.11846
C 0.32046 0.83087 -1.00964
H -0.80264 -1.20526 1.64435
H 0.60696 1.82049 -0.67125
H -0.73578 0.55760 1.75017
H 0.07653 -1.95353 -1.19238
H 0.77004 -0.39654 1.77067

***

13
Properties=species:S:1:pos:R:3 method="wB97M-V/def2-TZVPD" energy_ev=-6783.1429 orbital_gap_ev=9.35 mol_weight_da=81.12
N 1.33288 0.29471 -0.64555
C 0.49162 -0.88002 -0.07679
C -0.38591 0.44190 -0.96418
C -0.97415 -0.51971 -0.00315
C -1.13802 0.95083 0.19946
C 1.48698 -0.17303 0.70993
H 2.33409 -0.83052 0.86424
H -2.12941 1.34127 -0.01902
H 0.69201 -1.83940 -0.51480
H -1.74761 -1.27195 -0.07962
H 1.20293 0.43138 1.56566
H -0.55346 0.57436 -2.02162
H -0.61195 1.48019 0.98545

***

In order of appearance, energy relative to the best compared isomer or geometry (same formula, charge and spin) = 137.2 114.6 288.1 22.1 409.7 518.1 kJ/mol.